[1]
Formula: C43H37Cl3MnN5O2P
Source: the OMol25 dataset
Level of theory: wB97M-V/def2-TZVPD

Structure (XYZ):
```
92
Properties=species:S:1:pos:R:3:lowdin_spin:R:1
Mn -0.14058 -0.43445 -0.21623 2.0911
Cl -2.75307 -2.69817 -4.35941 0.0018
Cl -0.41520 -1.42463 -5.54427 0.0001
Cl -0.16846 -4.03774 -4.27971 0.0001
P -0.86103 1.62912 -1.02755 -0.0790
O 2.96497 2.33540 1.44895 0.0307
O -2.85956 -1.30519 2.50494 0.0213
N -1.60904 -1.25631 0.56324 0.0159
N -0.49978 -1.30471 -1.99473 -0.0116
N 1.64999 0.08479 -1.12431 0.0023
N 0.13853 0.33586 1.69816 -0.0095
N 3.04164 0.04686 1.38264 0.3061
C 0.80254 1.90536 3.36833 0.0048
C 0.30576 4.91388 1.07533 0.0004
C -1.44811 -3.52487 -0.21616 -0.0005
C -4.13856 -3.55938 -0.91139 0.0013
C -4.31608 0.73937 -2.99742 0.0002
C -0.76868 5.11083 1.92953 -0.0078
C 1.05634 1.16526 2.22283 0.0037
C 0.43884 1.89017 -2.25440 -0.0059
C -2.00643 -4.65495 -0.79127 0.0005
C -1.85920 4.24764 1.89791 0.0007
C 5.93597 -0.67987 3.50659 -0.0039
C 4.72407 -1.58971 1.15091 0.1272
C 0.29429 3.85683 0.17709 -0.0068
C -3.35216 -4.67187 -1.13852 -0.0040
C 4.80122 -0.02403 3.09021 0.1345
C -0.71915 -1.83305 -2.98613 0.0070
C -3.61223 -2.39646 -0.34523 -0.0027
C 2.49929 2.18309 -4.09304 -0.0004
C 2.46484 1.25689 1.67405 0.0276
C 4.24105 1.07959 3.93280 0.0169
C -3.14386 0.61008 -2.26988 -0.0016
C -4.80711 1.99924 -3.30868 -0.0012
C -1.87659 3.18752 1.00901 -0.0067
C 4.16395 -0.46454 1.86922 0.0896
C 6.46665 -1.75617 2.79736 0.2097
C -1.95143 -0.87282 1.83940 0.0105
C 0.34185 2.84398 -3.26718 -0.0023
C -4.13361 3.13592 -2.88082 -0.0007
C -2.96137 3.01521 -2.15322 -0.0044
C -1.29191 0.79779 3.57320 0.0036
C 2.60382 1.23006 -3.09202 0.0004
C 4.08523 -2.05167 -0.12267 0.0144
C -2.45200 1.74710 -1.85713 -0.0126
C -0.38673 1.72736 4.05433 -0.0011
C 1.57232 1.09133 -2.17713 0.0028
C 1.37040 2.98929 -4.18162 -0.0001
C -2.25819 -2.39851 -0.01181 0.0066
C -0.79824 2.99288 0.14123 -0.0096
C -0.01178 -3.53604 0.23647 0.0053
C 5.85048 -2.20623 1.62632 0.0000
C -1.00523 -2.49048 -4.26897 0.0002
C -1.00015 0.15158 2.39048 0.0029
C -4.52151 -1.23097 -0.07836 -0.0003
H -2.79899 -0.37735 -1.99666 -0.0002
H 3.05583 -2.37945 0.04881 0.0045
H -3.98117 -0.29024 0.01524 0.0001
H 1.13392 3.71753 -0.49065 -0.0003
H 3.19020 0.89626 4.16958 0.0043
H 3.48416 0.60214 -3.02345 0.0001
H -5.25870 -1.12633 -0.87438 -0.0001
H -5.05569 -1.39056 0.85864 -0.0003
H -1.39628 -5.53617 -0.94525 0.0002
H -2.70150 4.41028 2.55720 0.0002
H 0.06828 -3.45607 1.32246 -0.0001
H -0.54258 3.46323 -3.34443 -0.0001
H 2.34353 0.31968 -0.39665 0.0037
H 4.07710 -1.24505 -0.85951 0.0048
H 1.29342 3.72775 -4.96742 -0.0001
H 7.35637 -2.25108 3.16192 0.0106
H 0.48606 -4.45364 -0.07379 0.0003
H 6.27498 -3.04204 1.08625 -0.0031
H 4.64080 -2.88415 -0.54847 -0.0004
H 2.02584 -0.77336 -1.53445 0.0026
H 3.30159 2.29630 -4.80929 0.0000
H -2.45156 3.90728 -1.81151 0.0000
H 0.59925 -2.71734 -0.18448 0.0030
H -5.72449 2.09719 -3.87324 -0.0001
H 6.42088 -0.35824 4.41867 -0.0033
H -4.52438 4.11824 -3.10829 -0.0002
H -0.76438 5.94621 2.61714 -0.0004
H 1.15401 5.58392 1.09997 0.0001
H 4.77979 1.13287 4.87573 -0.0002
H 4.31660 2.04705 3.43646 0.0070
H 1.55920 2.59608 3.71188 0.0002
H -3.78593 -5.55918 -1.57998 -0.0002
H -4.85409 -0.14546 -3.31096 0.0000
H -2.22021 0.55705 4.07201 0.0001
H -0.58955 2.28642 4.95795 -0.0002
H -5.19046 -3.58306 -1.16956 0.0002
H -2.73909 2.53073 0.97219 -0.0002
```

## Properties
* HOMO energy (alpha / beta): -13.15 / -13.59 eV
* Kohn-Sham gap (alpha / beta): 0.2290 / 0.2481 hartree
* M: 848.07 g/mol
* DFT total energy: -134900.593 eV
* charge: +2
* lowest unoccupied orbital energy (alpha / beta): -6.922 / -6.835 eV
* multiplicity: 4

***

[2]
Formula: C28H28MoN2O5PS7
Source: the OMol25 dataset
Level of theory: wB97M-V/def2-TZVPD

Structure (XYZ):
```
72
Properties=species:S:1:pos:R:3:lowdin_spin:R:1
Mo -0.25746 0.08629 1.15542 0.8717
S 1.24555 2.03566 1.25047 0.0140
S -0.36162 -4.70665 -1.84859 0.0000
S 0.94476 -0.39970 3.24935 0.0099
S 1.83175 -3.83559 0.40725 -0.0001
S -2.04650 -1.07041 2.37032 -0.0017
S 3.08802 -0.40082 -2.40071 -0.0001
S -2.15224 1.04539 0.13678 0.0907
P -0.64686 -1.51275 3.76938 0.0068
O 1.00297 5.07734 -3.94146 0.0010
O 0.38706 -0.90315 0.00713 -0.0472
O -1.15613 -1.22765 5.21623 0.0018
O -0.24124 -3.01651 3.77511 0.0028
O -0.87625 5.32307 -5.07734 0.0001
N -0.56791 3.98519 0.76453 -0.0003
N 1.50113 4.16482 -0.27091 -0.0004
C -2.48644 2.88802 -1.81706 0.0065
C 0.06565 2.62980 -2.86473 -0.0003
C 4.33945 -3.89760 -0.11269 -0.0001
C 1.46103 -2.62401 -2.06005 -0.0001
C 0.62487 3.48505 0.51566 0.0093
C -0.88264 5.15764 0.22294 0.0004
C 1.20766 5.35207 -0.83260 0.0003
C 2.36261 -3.19141 -1.11251 -0.0001
C -0.13165 4.72654 -4.14168 0.0005
C -2.16430 -3.06041 -2.62698 0.0001
C 1.89773 -1.55432 -2.90539 -0.0001
C -0.36820 1.74675 -1.89528 0.0076
C -0.02148 5.89707 -0.58616 -0.0014
C -1.44381 -4.43909 5.39142 0.0001
C 1.47980 -1.28676 -4.20076 0.0000
C -1.19447 -4.12483 3.93882 0.0002
C -2.06110 3.74580 -2.82055 0.0007
C -1.63268 0.09133 5.65112 0.0002
C 3.74408 -3.30039 -1.22802 0.0000
C 3.41440 -4.22142 0.85110 0.0000
C 0.11818 -3.07692 -2.18873 -0.0002
C -1.85751 0.02654 7.13754 0.0001
C 3.01022 0.40133 -3.88867 0.0000
C -1.62094 1.92207 -1.30569 0.0209
C -0.75984 3.65921 -3.30443 0.0041
C 2.12290 -0.17610 -4.76383 -0.0001
C -1.96176 -4.37262 -2.26215 0.0000
C -0.97938 -2.32269 -2.59479 0.0000
H -1.71802 4.86767 -5.20774 0.0000
H -2.60440 -0.72607 7.38547 0.0000
H 5.39642 -4.09160 -0.01447 0.0000
H 1.96292 0.17870 -5.77064 0.0000
H -2.55008 0.30193 5.10197 0.0001
H 0.78029 -1.91859 -4.72823 0.0000
H -1.97430 -3.63476 5.89665 0.0000
H 0.29631 0.96272 -1.55727 0.0025
H -0.30481 6.84833 -1.00937 -0.0001
H -0.71132 -4.95169 3.42516 0.0001
H -2.05348 -5.34136 5.45056 0.0000
H 2.40294 3.73680 -0.44467 -0.0002
H -3.12920 -2.66218 -2.90090 0.0000
H -1.87446 5.53059 0.45257 0.0000
H -3.47328 3.00352 -1.38718 -0.0001
H 3.60863 -4.66738 1.81472 0.0000
H -0.50588 -4.62693 5.91197 0.0000
H 4.28245 -3.01117 -2.11828 0.0000
H -0.93144 -0.20435 7.66128 0.0000
H 3.63151 1.26527 -4.07210 0.0000
H -2.10713 -3.86365 3.40037 -0.0002
H 1.06679 2.55179 -3.26975 -0.0001
H 1.96246 5.79956 -1.46263 0.0001
H -2.21857 0.99433 7.48528 0.0000
H -2.72775 4.53160 -3.15743 0.0000
H -0.91228 -1.26348 -2.79740 0.0000
H -0.87103 0.82418 5.38222 0.0001
H -2.70069 -5.15894 -2.22896 0.0000
```

## Properties
* HOMO energy (alpha / beta): -13.24 / -13.37 eV
* Kohn-Sham gap (alpha / beta): 0.2326 / 0.2375 hartree
* M: 823.92 g/mol
* DFT total energy: -129690.560 eV
* charge: +2
* lowest unoccupied orbital energy (alpha / beta): -6.908 / -6.907 eV
* multiplicity: 2
* energy above the lowest of the compared OMol25 structures with the same formula, charge and spin: 0.0 kJ/mol

***

Look up the DFT total energy of the second one.
-129690.560 eV

***

multiplicity of number 2 (C28H28MoN2O5PS7)?
2

***

What is the formula in the second record?
C28H28MoN2O5PS7